{
  "formula": "C3H7NO3",
  "method": "wB97M-V/def2-TZVPD",
  "species": ["C", "C", "C", "N", "O", "O", "O", "H", "H", "H", "H", "H", "H", "H"],
  "coordinates": [[0.022717, 1.612330, -0.486280], [-0.165830, -0.684837, 0.877249], [-0.254149, 0.090316, -0.480714], [-1.497141, -0.226870, -1.276049], [-1.615533, -1.359308, -1.651958], [-2.181944, 0.753453, -1.533312], [0.877138, -0.415434, -1.475115], [0.247653, 1.899505, -1.506251], [0.889544, 1.767427, 0.212107], [-0.848931, 2.139324, -0.033123], [-0.412040, -0.072576, 1.663938], [0.864199, -1.122120, 1.260321], [-0.776829, -1.493977, 0.903828], [0.775607, -1.385542, -1.445302]],
  "atomic_forces_ev_per_a": [[-0.3, -1.0, 2.1], [3.6, 0.5, -1.3], [4.3, -0.6, -1.3], [0.5, 1.7, 0.3], [-0.8, -0.5, -0.2], [-0.4, -1.3, -0.2], [-2.4, 0.3, 2.3], [-0.1, 0.3, 0.1], [-0.6, -0.1, -0.9], [0.7, -0.2, -0.6], [-0.9, 1.8, 1.7], [-1.6, 1.2, -1.7], [-2.1, -2.4, -0.2], [0.1, 0.4, -0.2]],
  "e_above_lowest_kcal_mol": 115.72,
  "e_tot_ev": -10853.3495,
  "gap_ha": 0.4067,
  "homo_ev": -11.0
}

=====

{
  "formula": "C17H39GaO2P3",
  "method": "wB97M-V/def2-TZVPD",
  "species": ["Ga", "P", "P", "P", "H", "C", "C", "H", "C", "C", "C", "C", "C", "C", "C", "C", "C", "H", "H", "H", "H", "H", "H", "H", "H", "H", "H", "H", "H", "H", "H", "H", "H", "H", "H", "H", "H", "H", "H", "H", "H", "H", "H", "H", "H", "H", "C", "C", "C", "C", "C", "C", "O", "H", "H", "H", "H", "H", "H", "O", "H", "H"],
  "coordinates": [[-2.004866, 1.896009, -1.489194], [-2.392367, -0.627450, -0.716614], [1.119572, 0.010670, 1.381587], [1.203763, -2.056636, -2.214203], [-1.637202, 4.574307, -1.039358], [-1.859105, 3.833855, -1.815454], [-3.247589, 3.320721, -1.892377], [-3.942834, 3.437556, -1.057222], [-4.009636, -0.287382, 0.106727], [-1.793331, -2.070445, 0.295777], [-3.004126, -1.553461, -2.179867], [2.572718, 1.053212, 1.294050], [0.128821, 0.500800, 2.788696], [1.667711, -1.674438, 1.706756], [1.316790, -2.549767, -3.982684], [2.040466, -3.517901, -1.455070], [2.586953, -0.828753, -2.146436], [-1.403934, 4.181909, -2.737944], [-3.662368, 3.023600, -2.863857], [-4.461344, 0.601892, -0.357122], [-3.843844, -0.075367, 1.173335], [-4.698909, -1.142237, -0.002094], [-1.604457, -1.780452, 1.338593], [-0.856301, -2.462844, -0.122832], [-2.519512, -2.903052, 0.308370], [-3.213418, -0.838987, -2.983561], [-3.922954, -2.109256, -1.942665], [-2.236544, -2.255371, -2.528207], [3.341212, 0.599998, 1.937668], [2.284047, 2.054826, 1.645845], [2.912233, 1.115144, 0.248489], [0.290616, -0.226266, 3.611428], [-0.944641, 0.537272, 2.556557], [0.465121, 1.493819, 3.134017], [2.766283, -1.657223, 1.854063], [1.419107, -2.357320, 0.875325], [1.187544, -2.046760, 2.638821], [1.625628, -3.599769, -4.065316], [2.016952, -1.903463, -4.542363], [0.303945, -2.447223, -4.395391], [2.452000, -4.151856, -2.251798], [1.292250, -4.094049, -0.891102], [2.834598, -3.190805, -0.771936], [3.263147, -1.021488, -2.990658], [3.134106, -0.882759, -1.193610], [2.160021, 0.179627, -2.238977], [0.493724, 1.829893, -3.304740], [1.354367, 2.794784, -3.877337], [2.020819, 2.442835, -5.051310], [1.882038, 1.171952, -5.640543], [0.794895, 0.408712, -5.224523], [-0.008747, 0.849365, -4.183139], [0.266867, 1.728614, -1.989894], [0.675892, 0.150204, 0.030817], [1.562356, 3.698599, -3.320684], [2.753416, 3.139887, -5.474540], [2.505296, 0.801123, -6.471479], [0.572689, -0.536574, -5.674544], [-0.951744, 0.381227, -3.886571], [-1.976154, 2.608055, 0.839248], [-2.376498, 3.485942, 0.593884], [-1.178937, 2.822744, 1.316459]],
  "atomic_forces_ev_per_a": [[3.0, -3.8, 2.1], [-2.1, -1.0, -0.2], [1.4, -0.4, -0.4], [0.6, 0.0, 0.2], [0.1, -0.6, 0.1], [-1.2, 2.9, -0.5], [-0.3, 0.3, -0.6], [0.0, 0.1, -0.3], [0.3, 0.5, 0.2], [1.2, 0.4, 0.4], [0.5, 0.4, -0.6], [0.1, 0.2, 0.1], [-0.7, 0.4, 0.3], [0.0, -0.7, 0.0], [-0.5, 0.1, -0.4], [-0.3, -0.1, 0.2], [-0.2, 0.2, -0.1], [0.1, -0.5, -0.3], [-0.1, 0.6, 0.2], [-0.1, -0.3, 0.2], [-0.2, 0.0, -0.3], [0.4, 0.3, 0.1], [-0.1, 0.0, -0.2], [-0.3, 0.2, 0.0], [-0.1, 0.7, -0.3], [-0.1, -0.3, 0.0], [0.3, 0.3, 0.1], [-0.1, 0.2, 0.0], [-0.1, 0.5, -0.2], [0.4, -0.2, -0.1], [0.0, -0.1, 0.5], [-0.1, 0.4, -0.5], [0.2, 0.0, 0.2], [-0.2, -0.4, -0.1], [-0.6, -0.1, -0.1], [0.2, 0.3, 0.4], [0.3, 0.2, -0.7], [-0.1, 0.4, -0.1], [-0.3, -0.4, 0.3], [0.4, -0.2, -0.3], [0.1, 0.1, 0.5], [0.4, -0.1, -0.1], [-0.1, -0.2, -0.2], [0.1, 0.2, 0.5], [-0.1, -0.1, -0.3], [0.3, -0.2, 0.0], [-0.1, 0.2, 2.3], [1.3, -0.3, -0.8], [0.7, 1.4, 0.8], [-0.1, 0.0, -0.4], [-1.4, -0.1, 0.9], [-0.1, -1.5, -0.5], [-1.7, 0.9, -2.3], [-0.7, -0.2, 0.8], [0.2, 0.1, -0.1], [-0.3, -0.2, 0.2], [-0.2, 0.5, 0.6], [-0.2, -0.1, -0.5], [0.5, -0.5, -0.2], [-1.1, 0.6, -1.5], [0.5, -1.0, 0.9], [0.6, 0.2, 0.4]],
  "e_above_lowest_kcal_mol": 39.60,
  "charge": 3,
  "e_tot_ev": -102568.2855,
  "gap_ha": [0.2033, 0.1853],
  "homo_ev": [-16.5, -16.5]
}

=====

{
  "formula": "C4H12N3Si",
  "method": "wB97M-V/def2-TZVPD",
  "species": ["C", "C", "C", "C", "N", "N", "N", "Si", "H", "H", "H", "H", "H", "H", "H", "H", "H", "H", "H", "H"],
  "coordinates": [[-2.170063, -0.705699, -0.421871], [0.456455, -0.610579, 1.700241], [0.391191, 1.885896, -0.570723], [-0.764460, -0.927327, -1.136194], [4.479455, -0.379020, 0.025870], [2.325249, -0.193000, -0.698191], [3.378110, -0.311610, -0.311999], [0.462469, 0.004534, -0.055033], [-3.040595, -0.629103, -1.096843], [-2.455561, -1.480350, 0.171497], [-2.271846, 0.164861, 0.170423], [0.196022, 0.095189, 2.444628], [-0.137350, -1.498672, 1.972878], [1.395565, -1.014947, 2.258548], [0.806066, 1.967450, -1.559062], [-0.566265, 2.180807, -0.474912], [1.122120, 2.545189, -0.020809], [-0.467558, -1.891114, -1.337134], [-0.650937, -0.550358, -2.188578], [5.333183, 0.110576, -0.148407]],
  "atomic_forces_ev_per_a": [[0.5, 0.8, -3.1], [2.0, -2.0, 1.7], [4.5, -1.9, 1.5], [-0.2, 2.9, -0.1], [0.5, -1.8, 1.2], [-2.1, -0.9, 0.0], [1.1, 1.6, -0.7], [-0.5, 1.1, -0.8], [0.7, 0.1, -0.4], [-0.2, -2.5, 1.9], [0.4, 1.2, 0.7], [-0.7, 1.3, 0.4], [-0.5, 0.3, -1.0], [-0.6, 0.9, -1.7], [-0.4, -0.3, -0.8], [-3.2, 1.4, 0.1], [-1.1, -0.7, 0.1], [0.2, -2.7, 0.4], [-0.7, 0.5, 1.0], [0.2, 0.7, -0.4]],
  "e_above_lowest_kcal_mol": 6.94,
  "charge": 1,
  "e_tot_ev": -16681.0643,
  "gap_ha": 0.3699,
  "homo_ev": -14.5
}